[1]
This record from the Open Molecules 2025 dataset describes 7 unconnected molecules or ions with the total composition C24H35Cl2FO18. The level of theory is ωB97M-V/def2-TZVPD.

Last column: Mulliken charge in e.
Atoms and positions in Å:
C  1.43  2.92  6.15  -1.417
C  1.38  4.41  6.03  0.560
C  2.49  4.85  5.15  -0.534
O  1.91  5.80  4.25  -0.301
C  0.65  5.55  4.17  0.672
O  -0.09  5.91  3.23  -0.587
O  0.24  4.77  5.22  -0.348
H  2.28  2.69  6.79  0.402
H  1.72  2.36  5.26  0.372
H  0.50  2.46  6.49  0.323
H  1.47  5.00  6.94  0.281
H  2.95  3.98  4.68  0.253
H  3.26  5.40  5.69  0.324
C  -7.47  5.82  -2.91  -1.382
C  -6.17  5.64  -2.13  0.497
C  -5.89  4.23  -1.59  -0.407
O  -4.70  3.85  -2.24  -0.339
C  -4.20  4.79  -3.07  0.726
O  -3.10  4.66  -3.65  -0.592
O  -5.09  5.77  -3.11  -0.366
H  -8.32  5.89  -2.24  0.371
H  -7.65  4.96  -3.55  0.356
H  -7.47  6.72  -3.54  0.332
H  -6.06  6.42  -1.38  0.275
H  -6.62  3.48  -1.90  0.257
H  -5.60  4.18  -0.54  0.271
C  9.05  0.50  7.13  -1.343
C  9.37  -0.32  5.84  0.378
C  9.07  -1.87  6.10  -0.462
O  8.27  -2.28  5.00  -0.332
C  7.68  -1.18  4.46  0.697
O  6.79  -1.19  3.60  -0.576
O  8.22  -0.11  5.00  -0.327
H  9.55  0.35  8.08  0.368
H  8.02  0.28  7.40  0.360
H  9.00  1.57  6.90  0.323
H  10.35  -0.01  5.47  0.306
H  8.50  -2.03  7.01  0.294
H  10.02  -2.41  6.02  0.313
C  1.75  -6.33  4.53  -1.299
C  0.72  -7.51  4.62  0.317
C  -0.37  -7.65  3.50  -0.327
O  -0.13  -9.00  3.12  -0.314
C  1.06  -9.48  3.54  0.660
O  1.51  -10.62  3.34  -0.561
O  1.55  -8.64  4.51  -0.325
H  2.47  -6.39  5.35  0.343
H  1.32  -5.33  4.64  0.369
H  2.30  -6.31  3.59  0.335
H  0.38  -7.65  5.65  0.269
H  -0.21  -6.92  2.70  0.262
H  -1.40  -7.59  3.86  0.272
C  -7.81  -1.50  -7.71  -1.447
C  -6.39  -1.29  -7.43  0.347
C  -6.01  -2.25  -6.31  -0.427
O  -4.86  -2.88  -6.90  -0.344
C  -4.77  -2.59  -8.23  0.665
O  -3.97  -3.01  -9.02  -0.544
O  -5.67  -1.69  -8.57  -0.338
H  -8.38  -1.37  -6.80  0.392
H  -8.03  -2.53  -8.00  0.351
H  -8.07  -0.79  -8.49  0.348
H  -6.16  -0.27  -7.14  0.349
H  -6.72  -3.07  -6.15  0.318
H  -5.94  -1.53  -5.50  0.330
C  -0.58  -0.65  0.39  -0.243
Cl  -1.41  -1.73  -0.69  -0.134
Cl  -1.43  -0.65  2.02  -0.174
H  0.46  -0.93  0.54  0.264
H  -0.44  0.31  -0.12  0.287
C  2.21  2.25  -7.97  -0.393
C  1.17  1.05  -8.07  0.286
O  1.17  0.45  -6.75  -0.295
C  2.49  0.88  -6.18  0.576
O  2.94  0.60  -5.13  -0.452
O  3.10  1.77  -6.98  -0.310
F  1.66  0.22  -9.02  -0.280
H  1.77  3.20  -7.65  0.291
H  2.85  2.30  -8.84  0.264
H  0.18  1.34  -8.42  0.314

Output
HOMO: -10.66 eV
energy relative to the best compared isomer or geometry (same formula, charge and spin): 56.1 kcal per mole
electronic energy: -3310.023543 Eh
SMILES string: O=C1OC[C@@H](F)O1.C[C@H]1COC(=O)O1.C[C@H]1COC(=O)O1.C[C@H]1COC(=O)O1.C[C@H]1COC(=O)O1.C[C@H]1COC(=O)O1.ClCCl
lowest unoccupied orbital energy: 0.246 eV



[2]
This record from the Open Molecules 2025 dataset describes a molecular structure, C24H35N2OYb. The level of theory is ωB97M-V/def2-TZVPD.

Last column: Mulliken spin population.
Atoms and positions in Å:
C  -2.95  0.78  0.32  -0.004
H  -3.32  1.80  0.42  0.001
H  -3.41  0.34  -0.60  0.000
H  -1.39  1.08  0.07  -0.012
C  -3.24  -0.01  1.60  -0.001
H  -3.09  -1.11  1.50  -0.001
H  -2.53  0.31  2.38  0.000
C  -4.68  0.21  2.11  0.000
H  -4.87  -0.37  3.02  0.000
H  -4.85  1.27  2.33  0.000
H  -5.41  -0.10  1.34  0.000
C  -0.27  -2.08  -1.98  0.160
C  -1.27  -2.91  -1.41  0.110
C  -2.54  -2.37  -1.78  0.201
C  -2.31  -1.21  -2.57  0.209
C  -0.91  -1.03  -2.69  0.134
C  -0.21  0.06  -3.43  0.012
C  -3.36  -0.38  -3.21  -0.003
C  -3.87  -2.87  -1.36  -0.005
C  -1.01  -4.06  -0.51  0.010
C  1.20  -2.27  -1.83  -0.007
Yb  -1.47  -0.62  0.00  0.089
H  -2.94  0.56  -3.60  0.000
H  -3.82  -0.90  -4.07  0.016
H  -4.17  -0.12  -2.52  0.009
H  -0.91  0.83  -3.75  -0.001
H  0.56  0.54  -2.81  0.000
H  0.29  -0.33  -4.33  -0.002
H  1.47  -2.49  -0.78  0.015
H  1.57  -3.11  -2.44  0.038
H  1.75  -1.38  -2.13  0.000
H  -1.93  -4.39  -0.02  -0.001
H  -0.60  -4.92  -1.07  -0.002
H  -0.28  -3.81  0.27  0.002
H  -4.52  -2.06  -0.98  0.008
H  -4.41  -3.34  -2.20  0.016
H  -3.78  -3.62  -0.56  0.002
C  3.77  3.24  2.17  0.000
N  2.46  2.77  1.76  0.000
N  2.23  1.54  1.26  0.001
C  0.93  1.43  0.90  0.001
O  0.47  0.33  0.42  0.005
C  0.33  2.70  1.19  0.000
C  1.33  3.49  1.73  -0.001
C  1.29  4.87  2.23  0.000
C  3.25  0.54  1.14  0.000
C  4.01  0.20  2.26  0.000
C  5.12  -0.64  2.10  0.000
C  5.42  -1.17  0.84  0.000
C  4.60  -0.89  -0.26  0.000
C  3.50  -0.04  -0.11  0.001
H  3.98  4.19  1.67  0.000
H  4.55  2.53  1.92  0.000
H  3.78  3.42  3.26  0.000
H  -0.70  2.95  1.01  -0.001
H  1.57  4.94  3.29  0.000
H  1.95  5.54  1.66  0.000
H  0.26  5.25  2.14  0.000
H  3.74  0.61  3.23  0.000
H  5.74  -0.86  2.97  0.000
H  6.29  -1.81  0.72  0.000
H  4.81  -1.32  -1.24  0.000
H  2.85  0.22  -0.96  0.000

Output
HOMO (spin up / spin down): -14.16 / -14.06 eV
electronic energy: -2278.309382 Eh
total charge: +2
lowest unoccupied orbital energy (spin up / spin down): -6.051 / -8.208 eV
2S+1: 2



[3]
This record from the Open Molecules 2025 dataset describes a molecular structure, C24H35N2Re. The level of theory is ωB97M-V/def2-TZVPD.

Last column: Mulliken spin population.
Atoms and positions in Å:
C  -2.04  -0.89  0.15  0.165
C  -1.57  -1.16  -1.18  0.171
C  -1.59  0.06  -1.91  -0.294
C  -2.00  1.10  -1.04  0.273
C  -2.30  0.52  0.23  -0.157
Re  -0.27  0.04  0.01  1.900
C  1.60  2.04  0.68  0.396
C  1.34  0.98  1.54  -0.065
H  2.16  0.32  1.85  0.003
C  0.04  0.76  2.10  0.160
H  -0.68  1.59  2.32  -0.002
H  -0.06  0.07  2.89  0.004
C  2.97  2.19  0.14  -0.007
H  3.55  1.26  0.16  -0.002
H  2.97  2.55  -0.90  0.006
H  3.52  2.94  0.73  0.025
C  0.68  3.20  0.55  0.025
H  -0.32  3.04  0.93  -0.009
H  1.11  4.05  1.09  0.022
H  0.59  3.52  -0.50  0.000
C  -1.34  -2.52  -1.77  -0.041
H  -0.94  -3.21  -1.02  -0.002
H  -2.24  -2.99  -2.18  0.006
H  -0.61  -2.46  -2.58  0.003
C  -1.36  0.17  -3.38  0.004
H  -0.54  -0.46  -3.72  0.000
H  -2.26  -0.12  -3.94  0.002
H  -1.12  1.19  -3.69  0.000
C  -2.28  2.52  -1.43  0.017
H  -1.56  2.89  -2.17  -0.008
H  -3.28  2.65  -1.87  0.003
H  -2.23  3.21  -0.57  -0.007
C  -3.03  1.21  1.36  0.016
H  -2.68  2.24  1.48  0.001
H  -4.12  1.27  1.18  -0.002
H  -2.89  0.69  2.30  -0.003
C  -2.40  -1.92  1.18  -0.015
H  -2.36  -1.49  2.19  0.000
H  -3.39  -2.36  1.05  0.004
H  -1.68  -2.75  1.15  0.000
C  1.33  0.46  -1.85  0.282
C  2.35  -0.43  -2.11  0.004
C  1.13  1.55  -2.68  -0.035
C  3.16  -0.24  -3.25  0.011
H  2.53  -1.28  -1.46  0.015
C  1.92  1.74  -3.82  0.010
H  0.33  2.28  -2.49  -0.011
C  2.95  0.83  -4.11  -0.008
H  3.95  -0.96  -3.46  0.001
H  1.73  2.59  -4.48  0.001
H  3.57  0.98  -5.00  0.000
C  -0.14  -4.04  3.66  0.002
N  0.65  -2.81  3.53  0.032
C  1.64  -2.49  4.56  0.005
C  0.48  -2.05  2.47  0.098
N  0.34  -1.60  1.37  0.002
H  0.18  -4.58  4.60  0.000
H  0.04  -4.71  2.82  0.000
H  -1.21  -3.82  3.75  0.002
H  2.65  -2.45  4.14  0.000
H  1.40  -1.56  5.08  0.000
H  1.64  -3.31  5.34  0.000

Output
HOMO (spin up / spin down): -8.22 / -10.87 eV
electronic energy: -1122.889556 Eh
total charge: +1
lowest unoccupied orbital energy (spin up / spin down): -2.412 / -4.395 eV
2S+1: 4



Question: What is the electronic energy in the third record?
Answer: -1122.889556 Eh